Entry 1:
{
  "formula": "C22H17BrF2N3OV",
  "method": "ωB97M-V/def2-TZVPD",
  "multiplicity": 4,
  "mol_weight_g_mol": 508.24,
  "e_homo_ev": [-10.193, -10.982],
  "total_charge": 1,
  "elements": ["V", "F", "C", "C", "C", "C", "C", "F", "C", "C", "C", "C", "C", "C", "N", "H", "H", "H", "H", "H", "H", "O", "C", "C", "C", "N", "C", "Br", "C", "H", "H", "H", "H", "N", "C", "C", "C", "C", "C", "C", "H", "H", "H", "H", "H", "H", "H"],
  "coordinates": [[0.229, -0.097, 0.557], [0.075, 1.144, 5.792], [0.810, 0.980, 4.684], [0.194, 0.489, 3.543], [0.912, 0.351, 2.364], [2.284, 0.680, 2.375], [2.868, 1.173, 3.542], [4.161, 1.537, 3.546], [2.145, 1.351, 4.705], [2.934, 0.478, 1.090], [4.309, 0.463, 0.843], [4.763, 0.193, -0.434], [3.837, -0.008, -1.453], [2.495, 0.028, -1.139], [2.044, 0.240, 0.097], [-0.858, 0.225, 3.593], [2.597, 1.776, 5.588], [5.010, 0.650, 1.642], [5.821, 0.142, -0.642], [4.154, -0.186, -2.467], [1.740, -0.117, -1.906], [-1.903, -4.180, -3.855], [-1.510, -3.146, -3.121], [-1.762, -1.806, -3.435], [-1.308, -0.823, -2.578], [-0.621, -1.078, -1.465], [-0.388, -2.354, -1.183], [0.588, -2.614, 0.458], [-0.804, -3.420, -1.940], [-2.356, -3.914, -4.665], [-2.313, -1.541, -4.324], [-1.498, 0.222, -2.782], [-0.618, -4.439, -1.654], [-0.637, 1.753, 0.557], [-1.899, 1.433, -0.023], [-2.384, 2.133, -1.122], [-3.595, 1.776, -1.692], [-4.318, 0.710, -1.183], [-3.846, 0.020, -0.075], [-2.645, 0.381, 0.514], [-0.182, 2.513, 0.048], [-0.750, 2.057, 1.530], [-1.813, 2.962, -1.518], [-3.974, 2.344, -2.530], [-5.257, 0.431, -1.635], [-4.432, -0.783, 0.342], [-2.298, -0.130, 1.415]],
  "atomic_forces_ev_per_a": [[-2.7923, -1.2066, -0.9078], [0.1051, -0.0081, 0.0836], [-0.0314, 0.0943, -0.2032], [-0.0167, 0.1123, 0.2837], [0.4810, -0.0358, 1.4810], [-0.1506, 0.1122, 0.5142], [-0.3024, -0.0550, -0.2244], [0.1183, 0.0127, 0.0515], [-0.0635, -0.0697, 0.0309], [0.5284, 0.1237, 0.0536], [-0.0391, -0.0100, -0.1409], [-0.3285, 0.0384, -0.0079], [0.0474, 0.0290, 0.0514], [0.4264, 0.0152, -0.6413], [2.5326, 0.4236, -0.6381], [-0.0284, 0.0310, 0.1480], [0.0475, -0.0328, 0.0443], [-0.0910, -0.0345, 0.0487], [0.1111, 0.0440, 0.0009], [-0.0088, -0.0468, -0.1137], [0.0841, -0.0439, 0.0846], [-0.0319, -0.2727, -0.1252], [0.1876, 0.6083, 0.4423], [0.0350, -0.1767, 0.0647], [-0.0765, 0.0067, -0.2419], [0.4858, -0.0692, 0.6783], [-0.1594, -0.2137, -0.2340], [-0.2086, -0.7546, -0.3766], [-0.0699, -0.1018, -0.1280], [0.0159, 0.0833, 0.0770], [-0.0328, 0.0600, -0.0721], [-0.0274, -0.0265, -0.0403], [0.1050, -0.1860, 0.0739], [-0.3461, 1.5277, 0.0568], [-0.8978, 0.1759, -0.2042], [0.1339, -0.1100, 0.1216], [0.0518, 0.0183, -0.0615], [-0.0308, -0.0269, 0.0407], [-0.0344, 0.0327, -0.0482], [0.3321, 0.2144, 0.0815], [-0.1109, -0.1623, 0.1878], [0.1912, -0.0804, -0.2370], [0.0168, 0.0948, -0.0325], [-0.0174, -0.0146, -0.0411], [-0.0801, -0.0152, 0.0060], [-0.0186, -0.1242, 0.0677], [-0.0419, 0.0196, -0.0545]]
}

Entry 2:
{
  "formula": "C22H17Cl2N5O2S",
  "method": "ωB97M-V/def2-TZVPD",
  "mol_weight_g_mol": 486.38,
  "e_homo_ev": -8.435,
  "elements": ["N", "C", "O", "C", "C", "C", "C", "C", "C", "N", "N", "C", "C", "C", "C", "S", "C", "C", "C", "N", "C", "O", "N", "C", "C", "C", "C", "C", "Cl", "C", "Cl", "C", "H", "H", "H", "H", "H", "H", "H", "H", "H", "H", "H", "H", "H", "H", "H", "H", "H"],
  "coordinates": [[2.695, -2.819, 2.555], [1.626, -2.487, 3.309], [1.780, -2.467, 4.551], [0.151, -2.538, 2.650], [0.094, -2.442, 1.119], [0.709, -3.338, 0.222], [0.742, -2.944, -1.168], [0.082, -1.798, -1.656], [-0.606, -0.962, -0.676], [-1.358, 0.173, -1.148], [-1.940, 0.075, -2.343], [-2.935, 0.967, -2.325], [-3.850, 1.215, -3.429], [-4.596, 2.464, -3.630], [-5.145, 2.512, -4.907], [-4.783, 1.087, -5.972], [-3.887, 0.412, -4.520], [-2.973, 1.751, -1.078], [-2.004, 1.201, -0.392], [-1.590, 1.760, 0.876], [-0.358, 1.825, 1.369], [-0.365, 2.180, 2.534], [0.789, 1.559, 0.662], [2.072, 1.467, 1.212], [2.457, 1.735, 2.552], [3.826, 1.467, 2.907], [4.741, 1.133, 1.924], [4.352, 0.827, 0.600], [5.464, 0.293, -0.647], [3.052, 0.991, 0.275], [2.677, 0.887, -1.420], [-0.591, -1.272, 0.696], [3.438, -3.188, 3.106], [2.698, -2.892, 1.549], [-0.424, -1.788, 2.996], [-0.440, -3.474, 2.819], [1.085, -4.262, 0.664], [1.394, -3.683, -1.824], [0.082, -1.592, -2.729], [-4.515, 3.368, -2.986], [-5.713, 3.275, -5.233], [-3.358, -0.529, -4.462], [-3.743, 2.429, -0.867], [-2.255, 2.159, 1.575], [0.684, 1.131, -0.252], [1.861, 2.089, 3.423], [4.187, 1.710, 3.907], [5.773, 1.022, 2.173], [-1.082, -0.689, 1.434]],
  "atomic_forces_ev_per_a": [[-0.4912, 0.3916, -0.6923], [-1.3592, -1.9699, 2.4112], [-0.9130, 0.6116, -2.4752], [2.4080, -3.1049, -2.1147], [0.2660, 1.1801, 0.2256], [-1.0417, 2.0528, -0.4744], [1.0006, -1.8994, 0.3024], [-0.0694, -0.1726, 1.9377], [0.3143, -0.8194, -0.6036], [0.0308, 0.8688, 2.1702], [-1.9675, 1.0508, -0.7079], [0.1922, 0.3265, 0.9339], [-0.1986, 1.0606, -1.2781], [0.3599, -0.3171, -1.7839], [2.4541, -3.1705, 1.9322], [0.6894, 0.6839, 4.0515], [-0.5606, 0.1484, -1.0457], [-0.9419, -2.2541, -3.9450], [2.5968, 0.0412, 2.7203], [-1.8408, -1.6484, -2.6803], [1.2365, 0.5490, 2.1912], [1.3929, 0.4411, 1.1981], [-1.0838, 0.0268, -0.2044], [0.5049, -0.3797, 0.5656], [1.2454, -0.7413, 0.4862], [-0.9854, 1.0481, -1.5097], [0.1036, -0.9106, -0.3015], [1.0273, 0.1901, 1.1290], [0.1184, 0.2478, 0.9764], [-1.2925, 0.9269, -0.1570], [-0.7536, -0.1652, 0.0190], [1.2913, -1.4538, -2.3225], [0.6641, 0.0851, 0.0006], [-0.0998, 0.0172, 0.2286], [-1.6374, 2.5924, 1.6387], [1.1881, 0.3559, 0.8867], [0.2734, 0.1655, -0.6623], [-1.7475, 1.9038, 0.9180], [-0.0924, 0.2185, 0.5494], [-0.4581, -0.9827, -0.4160], [-1.7520, 2.4343, -1.4154], [-0.1452, -0.0891, -0.7552], [-0.3890, 1.0397, 0.5509], [0.5851, -0.8083, -1.2626], [0.0968, 0.3194, 0.1412], [-0.1548, -0.3672, -1.5475], [-0.2351, -0.2367, -0.2637], [0.5426, -0.0727, 0.1505], [-0.3717, 0.5854, 0.3039]]
}

Entry 3:
{
  "formula": "C22H17N5O7PdS",
  "method": "ωB97M-V/def2-TZVPD",
  "mol_weight_g_mol": 601.89,
  "e_homo_ev": -1.299,
  "de_lowest_kj_mol": 57.9,
  "total_charge": -2,
  "elements": ["Pd", "N", "C", "S", "N", "N", "C", "C", "C", "C", "C", "C", "C", "O", "H", "H", "H", "H", "H", "H", "H", "O", "C", "O", "C", "C", "C", "C", "C", "C", "N", "O", "O", "N", "O", "O", "H", "H", "H", "C", "C", "C", "C", "C", "C", "C", "H", "H", "H", "H", "H", "H", "H"],
  "coordinates": [[-0.697, 0.316, 1.301], [-3.219, 3.935, 0.949], [-2.662, 2.653, 1.044], [-1.701, 2.339, 2.449], [-3.007, 1.844, 0.090], [-2.469, 0.569, 0.234], [-3.018, -0.337, -0.482], [-2.680, -1.750, -0.494], [-3.166, -2.497, -1.569], [-2.946, -3.855, -1.705], [-2.216, -4.497, -0.696], [-1.742, -3.805, 0.391], [-1.945, -2.398, 0.566], [-1.538, -1.813, 1.621], [-2.635, 4.623, 1.395], [-3.458, 4.162, -0.006], [-3.823, -0.013, -1.145], [-3.735, -1.972, -2.334], [-3.322, -4.400, -2.562], [-2.022, -5.564, -0.773], [-1.184, -4.307, 1.173], [0.614, 1.810, -0.387], [0.878, 0.827, -1.099], [0.594, -0.375, -0.965], [1.696, 1.153, -2.366], [1.609, 0.338, -3.489], [2.342, 0.667, -4.617], [3.194, 1.752, -4.684], [3.263, 2.526, -3.542], [2.527, 2.267, -2.398], [4.168, 3.699, -3.567], [4.261, 4.370, -2.562], [4.786, 3.920, -4.594], [2.233, -0.187, -5.823], [2.939, 0.087, -6.778], [1.439, -1.100, -5.805], [0.982, -0.542, -3.450], [3.766, 1.979, -5.568], [2.566, 2.915, -1.535], [1.024, 0.092, 2.313], [0.786, -0.379, 3.694], [0.679, 0.520, 4.762], [0.430, 0.085, 6.053], [0.275, -1.270, 6.322], [0.362, -2.176, 5.271], [0.611, -1.738, 3.981], [1.594, -0.636, 1.728], [1.523, 1.064, 2.300], [0.773, 1.581, 4.556], [0.346, 0.811, 6.856], [0.072, -1.612, 7.330], [0.218, -3.235, 5.457], [0.633, -2.445, 3.160]],
  "atomic_forces_ev_per_a": [[-0.6594, 0.0922, 0.6840], [0.0173, -0.0510, -0.0160], [-0.1839, -0.0058, 0.0042], [0.3273, -0.1686, -0.1800], [0.0467, -0.0449, 0.0895], [0.0167, 0.0384, -0.2458], [-0.0224, 0.0129, 0.0604], [0.0462, 0.0403, 0.0557], [-0.0093, -0.0447, -0.0464], [-0.0044, 0.0357, 0.0182], [0.0032, -0.0502, -0.0202], [0.0023, 0.0168, 0.0546], [-0.1372, 0.0316, -0.0274], [0.3362, -0.0261, -0.2672], [0.0205, 0.0372, -0.0099], [-0.0033, 0.0276, -0.0012], [-0.0097, -0.0020, 0.0034], [0.0033, 0.0111, 0.0039], [0.0038, -0.0052, -0.0002], [0.0033, 0.0017, 0.0042], [-0.0038, -0.0101, -0.0071], [0.1174, -0.0033, -0.0111], [0.1532, 0.0723, -0.2865], [-0.0810, -0.0348, 0.0508], [0.0196, 0.0161, -0.0373], [0.0702, 0.0282, 0.1016], [0.0378, -0.1619, -0.2291], [-0.1188, -0.0513, 0.1922], [0.1541, 0.2438, -0.0505], [-0.1167, -0.0410, -0.0490], [-0.0088, -0.2134, 0.0579], [-0.0357, 0.0527, 0.0355], [-0.0084, 0.0332, -0.0764], [-0.0768, 0.1923, 0.1243], [0.0899, -0.0026, -0.0657], [-0.0321, -0.1034, 0.0210], [-0.0067, 0.0009, -0.0042], [0.0006, 0.0016, -0.0021], [0.0057, -0.0025, 0.0077], [0.0535, 0.0530, 0.0575], [-0.0317, 0.0121, 0.0217], [0.0172, 0.0022, -0.0167], [-0.0039, 0.0042, 0.0174], [-0.0037, -0.0067, 0.0174], [-0.0039, -0.0069, 0.0123], [-0.0020, -0.0067, -0.0185], [-0.0141, 0.0059, -0.0101], [0.0312, -0.0250, -0.0153], [0.0019, -0.0001, -0.0069], [-0.0018, -0.0058, 0.0049], [0.0019, 0.0006, 0.0004], [0.0009, 0.0010, 0.0073], [-0.0028, 0.0084, -0.0072]]
}